2 unconnected molecules or ions with the total composition C5H8O, computed with ωB97M-V/def2-TZVPD.

Positions of all 14 atoms, in Å:
C -0.9407 -1.0833 -0.7332
C 0.3808 -0.9847 -0.8330
O 1.1272 0.0583 -0.3500
C 0.4383 1.0062 0.3610
C -0.8801 1.0214 0.5273
C -1.7851 -0.0200 -0.0792
H -1.4189 -1.9666 -1.1458
H 1.0181 -1.7243 -1.3048
H 1.1189 1.7407 0.7776
H -1.3103 1.8214 1.1226
H -2.4642 0.4393 -0.8139
H -2.4365 -0.4606 0.6892
H 3.2727 0.0133 0.6850
H 3.8796 0.1390 1.0973

## Properties
**Highest occupied orbital energy**: -8.377 eV
**Frontier orbital gap**: 9.4 eV
**Structure (SMILES)**: C1=COC=CC1.[H][H]
**Relative energy (zero: lowest compared OMol25 entry of this formula, charge and spin)**: 2.245 eV

Atom charges from the Mulliken analysis, given in e for atoms 1 to 6: atom 1 (C): -0.41, atom 2 (C): -0.23, atom 3 (O): -0.33, atom 4 (C): -0.15, atom 5 (C): -0.46, atom 6 (C): -0.30

---

A molecular structure, C3H5NO3P, computed with ωB97M-V/def2-TZVPD.

Positions of all 13 atoms, in Å:
C 0.7141 2.1500 -0.2315
C -0.9503 -0.5157 -0.2589
C 1.1341 0.9596 0.4913
N -0.5849 0.1348 0.9428
O -0.4478 2.6409 -0.0567
O 1.6497 2.7307 -0.8790
O -0.8895 2.1190 2.5357
P -1.4394 1.5898 1.2391
H -1.1946 0.2742 -1.0515
H -0.3750 -1.2320 -0.6928
H -1.7892 -1.1789 -0.1109
H 1.5900 1.1011 1.4741
H 1.8273 0.1618 0.1197

## Properties
**Highest occupied orbital energy**: -3.941 eV
**Frontier orbital gap**: 7.9 eV
**Net charge**: -1
**Relative energy (zero: lowest compared OMol25 entry of this formula, charge and spin)**: 1.657 eV

Atom charges from the Mulliken analysis, given in e for atoms 1 to 6: atom 1 (C): 0.88, atom 2 (C): -0.81, atom 3 (C): -0.45, atom 4 (N): -0.36, atom 5 (O): -0.37, atom 6 (O): -0.72

---

A molecular structure, C16H12BaCl2N5O7S2, computed with ωB97M-V/def2-TZVPD.

Positions of all 45 atoms, in Å:
Ba 0.6155 -0.7677 -1.3125
C -1.7091 1.4819 -7.0095
S -0.2241 0.5031 -6.7284
C -0.1032 0.4952 -4.9676
S 1.2998 -0.3038 -4.3619
N -1.0630 1.1105 -4.3433
N -1.0076 1.0075 -2.9667
C -1.4786 2.0210 -2.3551
C -1.5280 2.0877 -0.8802
C -1.6409 3.3245 -0.2555
C -1.6253 3.3755 1.1282
C -1.5156 2.1962 1.8451
C -1.4139 1.0085 1.1382
N -1.4198 0.9461 -0.1911
H -1.8510 1.5178 -8.0896
H -1.5876 2.4890 -6.6179
H -2.5706 1.0173 -6.5370
H -1.8244 2.8861 -2.9224
H -1.7166 4.2249 -0.8507
H -1.6831 4.3265 1.6416
H -1.4754 2.1921 2.9258
H -1.3058 0.0631 1.6580
Cl -2.5476 -2.1459 -1.2398
C -1.6129 -3.5950 -1.6669
Cl -0.6705 -3.3409 -3.1511
H -2.3067 -4.4083 -1.8378
H -0.9168 -3.7747 -0.8524
O 2.4823 -2.4318 -0.1475
C 1.5930 -2.4282 0.7241
O 0.3718 -2.6868 0.4900
C 1.8860 -1.8291 2.0771
C 2.1936 -2.5218 3.2071
C 2.3100 -1.8344 4.4267
C 2.0817 -0.4805 4.5013
C 1.8005 0.2241 3.3487
C 1.7053 -0.3953 2.0679
O 1.3986 0.2011 0.9931
N 1.5401 1.6547 3.4915
O 1.8837 2.4020 2.6002
O 0.9784 2.0250 4.5176
N 2.6386 -2.5644 5.6352
O 2.7352 -1.9434 6.6814
O 2.8304 -3.7662 5.5414
H 2.3279 -3.5944 3.1933
H 2.1258 0.0311 5.4513

## Properties
**Highest occupied orbital energy**: -5.585 eV
**Frontier orbital gap**: 7.6 eV
**Net charge**: -1
**Relative energy (zero: lowest compared OMol25 entry of this formula, charge and spin)**: 0.000 eV

Atom charges from the Mulliken analysis, given in e for atoms 1 to 6: atom 1 (Ba): 1.55, atom 2 (C): -0.79, atom 3 (S): -0.08, atom 4 (C): 0.42, atom 5 (S): -0.60, atom 6 (N): -0.89

---

12 unconnected molecules or ions with the total composition C30H66O12, computed with ωB97M-V/def2-TZVPD.

Positions of all 108 atoms, in Å:
C 6.6045 -10.7598 3.4041
C 7.4864 -9.5325 3.5937
C 8.7289 -9.3617 2.7558
O 7.1155 -8.6402 4.3739
H 7.1208 -11.6698 3.7143
H 6.3055 -10.8666 2.3617
H 5.7476 -10.6610 4.0687
H 8.8056 -10.1164 1.9757
H 9.5825 -9.3347 3.4342
H 8.6816 -8.3698 2.3061
C 6.9929 -5.7264 2.7881
C 8.1555 -4.7556 2.4316
C 8.7786 -3.9915 3.5903
O 8.4802 -4.5624 1.2815
H 6.9439 -6.5246 2.0473
H 6.0559 -5.1682 2.7378
H 7.0758 -6.1602 3.7829
H 8.7012 -2.9087 3.4983
H 9.8109 -4.3271 3.6939
H 8.2542 -4.3300 4.4841
C 2.8462 -8.8652 0.6263
C 3.5125 -9.3112 1.9342
C 4.2154 -8.2606 2.7335
O 3.3099 -10.4413 2.3654
H 2.5033 -9.7311 0.0596
H 3.5325 -8.2718 0.0236
H 1.9265 -8.2973 0.7717
H 4.6077 -8.6900 3.6552
H 3.4825 -7.5530 3.1268
H 5.0027 -7.7341 2.1946
C 6.8076 -6.1342 6.5480
C 5.4580 -6.8475 6.6051
C 5.3674 -8.2147 7.3332
O 4.4700 -6.2797 6.1723
H 7.3605 -6.1250 7.4890
H 6.7004 -5.0825 6.2828
H 7.5200 -6.5697 5.8460
H 5.9115 -8.9402 6.7266
H 4.3222 -8.4868 7.4649
H 5.9232 -8.1707 8.2700
C 3.6798 -3.6122 4.1774
C 2.3283 -2.9017 4.3646
C 1.9365 -1.9043 3.3022
O 1.5618 -3.1328 5.2819
H 3.8198 -4.3077 5.0061
H 4.5014 -2.8972 4.2167
H 3.7083 -4.2531 3.2972
H 0.9351 -1.5507 3.5476
H 1.8521 -2.3879 2.3277
H 2.6139 -1.0545 3.2196
C 12.0693 0.1202 5.5588
C 12.2686 -1.3641 5.8495
C 12.0059 -2.3625 4.7766
O 12.6887 -1.6949 6.9407
H 12.5966 0.6780 6.3318
H 11.0188 0.3685 5.7307
H 12.2434 0.5205 4.5612
H 12.5395 -2.0026 3.8969
H 10.9312 -2.3431 4.5888
H 12.3147 -3.3626 5.0762
C 5.8396 -9.2990 -1.7050
C 6.6518 -8.2918 -0.8668
C 6.3585 -6.8260 -1.0404
O 7.4958 -8.6855 -0.0644
H 6.2019 -9.3543 -2.7327
H 4.7683 -9.1017 -1.7277
H 6.0044 -10.3091 -1.3298
H 5.4165 -6.5529 -0.5610
H 6.3070 -6.5206 -2.0858
H 7.1114 -6.1981 -0.5625
C 1.3421 -4.4102 -0.9082
C 2.4932 -5.2510 -0.3577
C 3.0767 -4.8677 0.9772
O 2.9399 -6.1975 -0.9719
H 0.5720 -5.0586 -1.3261
H 1.6664 -3.8461 -1.7841
H 0.9304 -3.7145 -0.1783
H 3.5792 -3.9283 0.7332
H 3.7506 -5.6193 1.3831
H 2.2890 -4.5902 1.6774
C 10.8367 -1.9731 1.3256
C 10.7598 -0.4808 1.5287
C 9.6957 0.2081 0.7249
O 11.4795 0.0938 2.3120
H 11.1555 -2.5264 2.2067
H 11.5683 -2.1485 0.5347
H 9.9077 -2.4438 1.0019
H 9.7176 1.2950 0.7805
H 8.7799 -0.2818 1.0599
H 9.7775 -0.0326 -0.3365
C 7.7304 -2.5543 6.9433
O 8.4170 -1.3332 7.0387
H 8.3809 -3.4300 7.0094
H 7.1268 -2.6482 7.8478
H 7.0688 -2.6327 6.0787
H 8.6740 -1.1323 6.1326
C 8.6105 1.1912 3.9636
O 8.5645 -0.1928 4.3404
H 9.5871 1.6437 4.1271
H 8.3941 1.2534 2.8968
H 7.8743 1.7621 4.5307
H 7.6660 -0.4472 4.1103
C 6.1690 -2.4082 0.7788
O 5.0569 -1.8044 1.4779
H 6.4405 -1.8031 -0.0863
H 6.9866 -2.5492 1.4823
H 5.9248 -3.4107 0.4219
H 4.3926 -1.5820 0.8207

## Properties
**Highest occupied orbital energy**: -9.210 eV
**Frontier orbital gap**: 9.2 eV
**Structure (SMILES)**: CC(C)=O.CC(C)=O.CC(C)=O.CC(C)=O.CC(C)=O.CC(C)=O.CC(C)=O.CC(C)=O.CC(C)=O.CO.CO.CO
**Relative energy (zero: lowest compared OMol25 entry of this formula, charge and spin)**: 0.815 eV

Atom charges from the Mulliken analysis, given in e for atoms 1 to 6: atom 1 (C): -1.25, atom 2 (C): 0.78, atom 3 (C): -0.96, atom 4 (O): -0.38, atom 5 (H): 0.45, atom 6 (H): 0.26

---

10 unconnected molecules or ions with the total composition C2H24O10, computed with ωB97M-V/def2-TZVPD.

Positions of all 36 atoms, in Å:
C 6.9108 9.0765 4.5445
O 6.5217 8.8119 5.9201
H 6.6974 8.1537 3.9218
H 6.2957 9.8330 4.1553
H 7.9832 9.3469 4.4695
H 7.1353 8.1252 6.2298
C 8.4379 9.2791 12.5793
O 8.2107 10.1386 11.4845
H 8.7681 8.2351 12.4005
H 9.1028 9.8174 13.2710
H 7.4581 9.3087 13.0248
H 8.9970 10.1521 10.9179
O 5.9955 6.5156 11.7404
H 6.1552 7.1977 11.0861
H 5.4440 5.8660 11.3159
O 7.7919 6.5180 6.6722
H 8.6313 6.2315 7.0631
H 7.2473 5.6825 6.6824
O 7.2769 10.7999 8.8778
H 7.7152 11.4044 8.2831
H 6.8160 10.2576 8.2220
O 5.8366 4.5501 6.9289
H 5.4898 3.6544 7.0444
H 5.1130 5.2112 7.0228
O 4.4268 7.2005 7.4752
H 4.9731 7.7696 6.8325
H 4.9784 7.3174 8.2692
O 9.8911 6.0583 8.6148
H 10.2607 6.7074 9.2145
H 9.1860 5.6092 9.1333
O 8.2907 4.9130 10.3734
H 8.9688 4.7490 11.0087
H 7.6298 5.3573 10.9026
O 7.2693 8.1085 9.8089
H 7.3927 9.0669 9.9771
H 7.5795 7.9600 8.8982

## Properties
**Highest occupied orbital energy**: -10.527 eV
**Frontier orbital gap**: 10.8 eV
**Structure (SMILES)**: CO.CO.O.O.O.O.O.O.O.O
**Relative energy (zero: lowest compared OMol25 entry of this formula, charge and spin)**: 0.962 eV

Atom charges from the Mulliken analysis, given in e for atoms 1 to 6: atom 1 (C): -0.63, atom 2 (O): -0.49, atom 3 (H): 0.26, atom 4 (H): 0.27, atom 5 (H): 0.26, atom 6 (H): 0.29

---

A single C5H8N4O molecule, computed with ωB97M-V/def2-TZVPD.

Positions of all 18 atoms, in Å:
H -1.3516 2.3698 1.6072
N -0.7689 1.3447 2.0666
C -0.6595 0.7854 0.9646
O -1.3966 2.0031 0.0537
C 0.1646 -0.2471 0.2866
C 1.6429 0.1161 0.1366
C 2.3801 -0.8708 -0.7097
N 2.3516 -0.8714 -2.0728
C 3.0676 -1.9323 -2.4006
N 3.5346 -2.5127 -1.2901
N 3.1320 -1.8329 -0.2046
H -1.6187 1.5406 -0.7692
H 0.0628 -1.1784 0.8660
H -0.2786 -0.4268 -0.7053
H 1.7270 1.1132 -0.3177
H 2.1228 0.1604 1.1218
H 3.2323 -2.3338 -3.3970
H 4.1149 -3.3380 -1.2019

## Properties
**Highest occupied orbital energy**: -9.817 eV
**Frontier orbital gap**: 10.5 eV
**Structure (SMILES)**: [H]/N=C(\O)CCc1nc[nH]n1
**Relative energy (zero: lowest compared OMol25 entry of this formula, charge and spin)**: 3.541 eV

Atom charges from the Mulliken analysis, given in e for atoms 1 to 6: atom 1 (H): 0.43, atom 2 (N): -0.68, atom 3 (C): 0.45, atom 4 (O): -0.64, atom 5 (C): -0.48, atom 6 (C): -0.54